# CCl2FNO

2 unconnected molecules or ions with the total composition CCl2FNO at a distorted geometry (the ωB97M-V functional and the def2-TZVPD basis, the OMol25 dataset).

```
6
Properties=species:S:1:pos:R:3:forces:R:3:nbo_charge:R:1
C 0.365042 -0.381238 0.361933 -2.49 0.41 -1.48 0.2261
N -0.968357 1.285490 -0.121261 0.36 -0.08 -2.88 0.2516
O -1.061399 1.397609 -1.288156 0.50 -0.69 3.81 -0.1777
F 1.544316 0.031514 0.051686 1.99 0.97 -0.41 -0.3153
Cl -0.223100 -1.388713 -0.979652 0.13 -0.34 0.82 -0.0302
Cl 0.343498 -0.944661 1.975450 -0.48 -0.27 0.14 0.0455
```
Forces are in eV/Å.

Properties
**Multiplicity**: 1
**LUMO (alpha / beta)**: -0.705 / -0.932 eV
**ΔE to the lowest compared entry with this formula, charge and spin**: 19.5 kcal per mole
**Orbital gap (alpha / beta)**: 8.04 / 8.12 eV
**Net charge**: 0

---

# H40O20

20 unconnected molecules or ions with the total composition H40O20 at a distorted geometry (the ωB97M-V functional and the def2-TZVPD basis, the OMol25 dataset).

```
60
Properties=species:S:1:pos:R:3:forces:R:3:nbo_charge:R:1
O -1.839390 0.193829 -2.841992 0.08 2.16 -1.60 -1.0167
H -2.744792 -0.159249 -2.991773 0.90 0.56 -0.07 0.4637
H -1.695746 1.041633 -3.436229 -0.92 -2.56 1.64 0.4664
O 0.941614 1.292133 -3.532151 0.49 -0.53 3.66 -0.9979
H 1.558782 1.484586 -2.685699 -1.85 -0.52 -3.12 0.4708
H 0.271748 0.659919 -3.103642 1.30 1.18 -0.83 0.4860
O -5.652646 0.978337 -0.182425 -1.32 -2.82 -2.33 -0.9694
H -5.346016 0.673119 -1.089022 -0.39 0.72 1.82 0.4599
H -5.134792 1.697070 0.053359 1.73 2.08 0.54 0.4594
O 1.240717 -0.324724 -1.186566 -5.80 -3.18 -2.05 -0.9929
H 1.499783 -1.226681 -1.039286 0.80 -0.46 0.37 0.5019
H 1.840185 0.265662 -0.980836 5.17 4.14 1.93 0.4511
O 2.071212 -3.356389 1.279771 -0.94 -0.35 0.18 -1.0091
H 1.270385 -3.143428 0.757851 0.51 0.20 0.03 0.4673
H 1.778308 -4.168534 1.703708 0.21 -0.40 0.15 0.4475
O 0.231897 -3.297446 4.029792 1.29 2.51 1.28 -0.9738
H 0.930338 -3.069779 3.407635 -0.06 0.00 -0.19 0.4751
H -0.173772 -4.062077 3.737473 -1.24 -2.40 -1.11 0.4449
O 2.158603 1.751478 3.809357 5.02 2.99 3.56 -0.9443
H 2.379241 2.047810 2.976085 0.65 0.96 -2.87 0.4709
H 1.461809 1.241746 3.734432 -5.58 -3.98 -0.79 0.4616
O 3.394255 -1.533081 0.094138 -0.72 3.50 -1.38 -0.9956
H 2.932474 -0.861473 0.660455 0.68 -1.14 -0.48 0.4719
H 3.623415 -2.238448 0.636220 0.32 -1.97 1.68 0.4864
O -0.689145 -5.498255 -2.264332 -1.77 -2.63 -6.33 -0.9509
H -1.550339 -5.276375 -2.720412 1.69 -0.12 1.02 0.4534
H -0.601081 -5.050690 -1.502124 0.58 2.27 3.72 0.4654
O -1.362615 -1.815374 -0.244659 1.75 -1.98 -1.17 -1.0381
H -0.507103 -2.335465 -0.628660 -2.86 1.82 1.76 0.4553
H -1.340723 -1.766212 0.736620 0.78 -0.26 -0.89 0.4658
O -0.242946 0.287187 1.098046 -1.38 0.85 -1.64 -1.0127
H -0.341557 0.440830 0.090556 0.46 -0.73 2.17 0.4940
H -1.183360 0.385219 1.384808 1.06 0.09 -0.08 0.4543
O -1.727666 3.624167 0.281197 -1.39 -0.59 -4.06 -0.9979
H -1.328531 3.230003 -0.599577 -0.43 0.79 2.44 0.4872
H -2.574978 3.928664 -0.221660 1.65 -0.67 1.70 0.4377
O -0.701833 3.016258 4.175307 -0.81 -5.95 -0.38 -0.9160
H -0.439081 2.575999 5.001714 -0.11 -0.03 -0.57 0.4599
H -0.576737 3.862440 4.363406 0.84 5.98 0.95 0.4492
O 3.218214 2.786466 -1.902807 5.16 -2.87 -1.40 -0.9735
H 2.484357 3.150291 -1.557473 -3.80 2.05 2.47 0.4584
H 3.835884 2.442597 -1.195134 -1.54 0.82 -0.96 0.4706
O -1.026896 4.394571 -2.420502 -4.22 -0.46 3.48 -1.0338
H -0.635059 5.000187 -1.828219 1.48 1.43 0.36 0.5071
H -0.693918 4.109817 -3.190103 2.76 -0.98 -3.93 0.4839
O -1.013795 -4.983155 0.095108 5.37 -2.37 5.53 -1.0090
H -1.195428 -5.509171 0.932110 -0.15 1.11 -1.77 0.4759
H -1.733155 -4.714595 -0.323297 -5.50 1.61 -2.27 0.4551
O 1.289573 -2.255419 -2.949525 2.86 2.00 -0.37 -0.9618
H 1.179738 -1.261219 -2.922627 -0.79 -1.29 -0.06 0.4842
H 2.307283 -2.151282 -3.015217 -2.10 -1.12 0.13 0.4574
O 4.457476 2.397662 1.496831 0.16 0.03 0.10 -0.9662
H 5.111113 2.144312 0.849532 0.07 -0.15 -0.90 0.4512
H 5.010536 2.280705 2.270377 -0.27 0.08 0.83 0.4671
O -0.943425 6.197235 -0.301507 -3.16 -2.62 0.62 -0.9797
H -1.973459 5.849859 -0.446678 4.15 1.55 0.61 0.4660
H -0.630677 5.454413 0.323742 -0.81 1.47 -1.24 0.4992
O -3.830438 -3.906044 1.326337 1.55 -6.50 -0.94 -0.9397
H -3.923978 -3.047193 1.336392 -1.68 7.48 0.90 0.4481
H -3.123859 -3.874447 0.661778 0.06 -0.79 0.12 0.4479
```
Forces are in eV/Å.

Properties
**Multiplicity**: 2
**⟨S²⟩**: 0.751
**LUMO (alpha / beta)**: 2.036 / 1.955 eV
**ΔE to the lowest compared entry with this formula, charge and spin**: 122.0 kcal per mole
**Orbital gap (alpha / beta)**: 2.13 / 9.79 eV
**Net charge**: -1

---

# H80O40

40 unconnected molecules or ions with the total composition H80O40 at a distorted geometry (the ωB97M-V functional and the def2-TZVPD basis, the OMol25 dataset).

```
120
Properties=species:S:1:pos:R:3:forces:R:3:lowdin_spin:R:1
H 0.213691 -1.587970 6.725176 0.22 0.14 -0.04 0.0000
H 1.208238 -0.925478 5.740314 -0.24 -0.53 0.16 0.0000
O 1.131126 -1.298050 6.633040 -0.06 0.23 -0.34 0.0000
H -0.757945 -3.726644 -3.300482 -1.70 1.22 0.39 0.0000
H -1.937125 -3.014359 -2.645402 -5.62 -0.61 10.00 0.0000
O -1.488959 -3.042152 -3.337735 7.44 -0.52 -10.53 0.0000
H -1.448321 -0.039002 2.454902 -1.31 0.70 -0.88 0.0000
H -0.723015 0.324356 3.692922 0.11 0.49 0.79 0.0000
O -1.003074 -0.427710 3.180519 1.05 -0.13 1.62 0.0000
H 4.312664 -4.280187 1.742692 1.79 -1.01 1.20 0.0000
H 2.987078 -5.032567 1.099235 2.41 3.83 0.99 0.0000
O 3.504772 -4.088683 1.333069 -4.51 -3.40 -1.04 0.0000
H 1.341559 -6.015211 -1.107123 2.29 1.37 -3.31 0.0000
H 2.276322 -5.424089 -2.500130 -0.39 4.44 -5.44 0.0000
O 2.129402 -5.907889 -1.801218 -2.01 -5.72 8.92 0.0000
H -0.863199 4.207714 5.038334 0.64 -0.22 0.53 0.0000
O -0.082072 3.975535 5.590330 2.85 0.49 -2.83 0.0001
H 2.163969 1.606654 5.584348 -0.53 1.45 -0.62 0.0000
O 2.865349 1.057098 5.888749 0.23 -0.42 -0.17 0.0000
H 2.253897 3.181543 1.959956 0.28 -6.05 -0.77 0.0010
H 1.542728 4.466952 1.598799 -1.12 0.42 -0.18 -0.0007
O 2.222771 4.054161 2.110779 0.92 6.02 1.11 0.1169
H -0.842358 -5.744717 -0.140972 -2.60 -0.36 -3.40 0.0000
H -0.506428 -6.688829 1.167299 -0.72 0.08 -0.99 0.0000
O -0.427851 -5.886060 0.639346 3.42 0.42 4.19 0.0000
H 4.632657 4.370864 -1.882727 -0.09 -0.55 0.38 0.0019
H 3.452441 3.262164 -2.183432 0.62 0.09 1.12 -0.0003
O 4.124758 3.877113 -2.539389 0.03 0.37 -1.32 0.3705
H 4.098558 -3.189937 0.238087 -0.51 -0.89 0.29 0.0000
H 4.128551 -3.436133 -1.286689 -0.54 -1.31 -0.92 0.0000
O 4.411229 -2.869833 -0.604072 1.27 2.85 -0.63 0.0000
H 5.947199 -1.390354 -1.031659 0.32 0.22 0.78 0.0000
O 6.800947 -0.943809 -0.874686 0.02 1.95 3.19 0.0001
H -0.740847 3.881064 -2.928018 -0.23 3.77 -0.40 0.0000
H -1.106769 5.605405 -2.786977 -0.60 -0.76 -0.01 0.0000
O -0.439434 4.920554 -2.900483 0.65 -3.33 -0.10 -0.0002
H -3.200011 -1.505996 5.329290 0.41 -1.16 -1.20 0.0000
H -2.254960 -2.618205 4.809812 1.97 -0.82 0.50 0.0000
O -3.089289 -2.248145 4.662949 -2.65 2.28 0.98 0.0000
H -4.139694 -1.235081 -0.079409 -0.40 -2.37 0.27 0.0000
H -4.954484 -2.226581 0.725956 -0.08 -0.35 0.25 0.0000
O -4.521253 -2.165406 -0.128103 0.29 2.15 -0.29 0.0000
H 2.160390 2.497842 -5.587844 -0.48 0.39 -0.87 0.0000
H 0.944114 1.655561 -5.752483 0.72 1.87 -0.96 0.0000
O 1.373690 2.472490 -6.181803 -0.14 -2.23 2.07 0.0000
H -3.072107 -5.030703 2.619198 -4.10 -1.44 -3.74 0.0000
H -2.254174 -3.779043 3.086005 -0.38 2.30 -1.13 0.0000
O -2.466495 -4.670907 3.137822 4.46 -1.07 4.69 0.0000
H -3.757203 2.798171 -1.568790 -0.84 -0.19 1.65 0.0000
H -4.084183 1.672488 -0.633207 0.01 -0.97 0.16 0.0000
O -4.180831 2.605292 -0.682441 0.75 1.66 -1.70 0.0000
H 0.128447 1.063778 -1.988541 0.20 -0.65 4.37 -0.0001
O -0.115222 1.022299 -0.923231 1.32 2.64 -4.65 0.0033
H -3.103472 -1.579094 -4.348364 0.22 -0.47 -0.27 0.0000
H -3.003802 -0.509999 -5.433964 -1.23 -0.62 0.88 0.0000
O -3.563910 -0.797019 -4.668031 0.94 0.67 -0.68 0.0000
H -1.959340 -1.270756 1.905247 -2.24 -3.18 -0.29 0.0000
O -2.642851 -2.046092 1.980212 -0.25 3.07 1.64 0.0000
H 1.133308 5.837488 -1.833250 0.09 0.16 -0.38 -0.0002
H 0.930804 5.387078 -0.479472 -2.81 -1.83 2.50 0.0001
O 1.535267 5.853536 -0.957956 2.93 1.79 -2.01 -0.0005
H 0.220517 2.390324 1.288213 0.54 -0.49 -1.18 -0.0001
H -0.585283 0.923069 1.836521 2.01 4.44 -0.69 0.0000
O -0.396720 2.000157 1.885119 -2.05 -3.22 1.63 0.0002
H -2.038268 1.580577 0.805996 0.48 2.77 -0.59 0.0000
H -2.811599 0.437371 -0.073972 0.63 0.68 -0.36 0.0000
O -2.335684 0.719417 0.710221 -1.04 -3.83 1.15 0.0001
H -4.400408 -4.218077 -1.727831 -3.07 1.67 7.76 0.0000
H -3.857178 -3.585771 -2.835424 0.11 0.09 -0.70 0.0000
O -4.103161 -4.442612 -2.496364 2.79 -1.83 -7.02 0.0000
H -1.399508 0.005445 -5.535957 0.16 -0.06 0.07 0.0000
H -0.079734 0.198979 -6.201497 -0.12 -0.85 0.26 0.0000
O -0.546668 -0.438741 -5.620989 -0.41 0.88 -0.97 0.0000
H 1.622357 -0.853273 -3.554964 2.06 -2.60 -0.10 0.0000
H -0.022076 -0.721514 -3.552329 4.38 1.17 -0.38 0.0000
O 0.954522 -0.239804 -3.542709 -6.29 1.89 0.35 0.0000
H -0.608964 4.069917 2.583796 0.72 2.11 1.59 -0.0004
H 0.203771 4.819618 3.854425 -1.91 0.53 -3.08 -0.0005
O -0.400965 4.976821 3.030753 0.78 -2.07 0.32 0.0137
H -2.522312 2.453979 -3.215602 -1.59 -1.06 -1.31 0.0000
H -1.185326 1.381693 -2.782890 -3.08 2.62 -0.63 0.0000
O -1.687668 2.295337 -2.843241 4.25 -1.08 1.50 0.0000
H 0.288447 -1.712279 0.360008 1.05 -0.94 -2.77 0.0000
H -0.266362 -2.586143 1.549778 0.48 2.42 -1.16 0.0000
O -0.122184 -1.637390 1.179442 -1.21 -1.68 3.07 0.0000
H -1.399605 3.440530 -0.159901 -0.84 -0.64 0.04 0.0000
H -0.425575 4.009748 -1.214207 -0.76 0.32 1.41 -0.0001
O -0.667395 4.030544 -0.247315 1.59 0.53 -1.02 -0.0001
H -2.012016 -3.244740 0.383832 0.96 0.66 -3.01 0.0000
O -1.582084 -3.145497 -0.576198 -1.61 0.78 1.93 0.0000
H 1.483429 -1.099541 1.617856 -2.88 -0.51 0.24 0.0000
H 2.729064 -1.685278 0.984435 -0.72 2.05 2.78 0.0000
O 2.395280 -0.998624 1.710367 4.01 -2.49 -2.35 0.0002
H -0.352551 0.132929 -0.831689 -0.44 -2.37 0.43 0.0000
H 0.766748 4.102748 4.901806 -3.11 -0.96 3.37 -0.0001
H -3.228585 -1.726962 2.791044 1.88 -1.32 -1.92 0.0000
H 2.301098 0.405585 6.297168 0.33 -0.85 0.98 0.0000
H 6.784814 -0.443178 0.088605 -0.37 -2.24 -3.89 0.0000
H -1.883887 -2.243094 -0.890292 0.37 -1.51 1.13 0.0000
O -2.814107 0.760244 5.408843 3.64 -6.12 -4.04 0.0000
H -2.989749 1.134725 6.156089 -2.19 4.29 6.25 0.0000
H -3.095070 1.051404 4.597648 -1.48 1.77 -2.12 0.0000
O 1.633034 -1.523672 -1.198757 -4.08 -1.52 -2.76 0.0000
H 1.859232 -2.015730 -2.018354 -0.25 0.29 1.11 0.0000
H 2.405818 -1.349192 -0.790541 4.35 0.96 1.94 0.0000
O 4.123074 4.957945 0.308970 3.91 -2.59 -6.24 0.3567
H 3.663296 5.226946 0.987197 -3.89 2.28 6.92 0.0044
H 3.641430 5.364617 -0.422179 -0.63 0.24 -0.60 0.0029
O 2.493464 1.467224 1.694406 0.55 2.17 -0.26 -0.0002
H 1.709796 1.033147 1.409346 -0.68 -0.83 -0.48 0.0000
H 2.790827 0.937713 2.422716 0.49 -0.61 0.50 0.0000
O 1.395640 -3.252245 -4.908354 3.58 0.04 -1.95 0.0000
H 1.936522 -3.184011 -5.792754 -1.18 -0.30 2.70 0.0000
H 0.546014 -3.134989 -5.254478 -2.43 0.39 -0.60 0.0000
O -3.573324 -0.134642 -1.766862 1.81 6.81 8.82 0.0000
H -3.485898 -0.586407 -2.456509 0.44 -5.93 -9.31 0.0000
H -4.393454 -0.182910 -1.354890 -2.65 -0.61 -0.02 0.0000
O 2.302435 2.884710 -0.922591 -0.03 -1.38 -9.96 0.1328
H 1.547924 3.136955 -1.554110 1.24 -0.29 2.54 -0.0015
H 2.249572 3.041393 -0.077151 -1.09 1.62 7.22 0.0000
```
Forces are in eV/Å.

Properties
**Multiplicity**: 2
**⟨S²⟩**: 0.756
**LUMO (alpha / beta)**: -3.165 / -9.817 eV
**ΔE to the lowest compared entry with this formula, charge and spin**: 390.5 kcal per mole
**Orbital gap (alpha / beta)**: 9.37 / 2.71 eV
**Net charge**: +1